Record 1
{
  "formula": "C38H78O15P",
  "method": "the ωB97M-V functional and the def2-TZVPD basis",
  "species": ["O", "C", "O", "C", "C", "C", "P", "C", "O", "C", "O", "C", "C", "O", "H", "H", "H", "H", "H", "H", "H", "H", "H", "H", "H", "H", "H", "H", "H", "H", "H", "H", "C", "C", "O", "C", "H", "H", "H", "H", "H", "H", "C", "C", "O", "C", "H", "H", "H", "H", "H", "H", "C", "C", "O", "C", "H", "H", "H", "H", "H", "H", "C", "C", "O", "C", "H", "H", "H", "H", "H", "H", "C", "C", "O", "C", "H", "H", "H", "H", "H", "H", "C", "C", "O", "C", "H", "H", "H", "H", "H", "H", "C", "C", "O", "C", "H", "H", "H", "H", "H", "H", "C", "C", "O", "C", "H", "H", "H", "H", "H", "H", "C", "C", "O", "C", "H", "H", "H", "H", "H", "H", "C", "C", "O", "C", "H", "H", "H", "H", "H", "H"],
  "positions_angstrom": [[5.515, -2.261, -1.171], [4.944, -2.047, -2.198], [5.413, -1.199, -3.152], [3.644, -2.702, -2.595], [2.484, -1.708, -2.794], [1.540, -1.672, -1.570], [-0.208, -1.886, -1.908], [-1.211, -0.367, -2.093], [-1.170, 0.265, -3.332], [0.098, 0.740, -3.723], [0.808, 1.129, -2.578], [1.916, 1.984, -2.876], [2.678, 2.220, -1.589], [1.971, 3.025, -0.666], [5.821, -0.427, -2.731], [3.416, -3.439, -1.821], [3.826, -3.225, -3.541], [1.942, -1.979, -3.707], [2.867, -0.699, -2.975], [1.782, -2.498, -0.890], [1.624, -0.734, -1.010], [-0.745, -2.532, -0.794], [-0.396, -2.755, -2.986], [-2.245, -0.695, -1.933], [-0.925, 0.266, -1.247], [0.647, -0.055, -4.267], [-0.066, 1.573, -4.415], [2.571, 1.519, -3.628], [1.541, 2.932, -3.284], [3.621, 2.727, -1.815], [2.921, 1.244, -1.139], [1.271, 2.496, -0.261], [-2.507, -1.637, 1.820], [-1.082, -1.172, 1.901], [-0.516, -0.740, 0.911], [-0.389, -1.244, 3.222], [-2.873, -1.509, 0.802], [-2.559, -2.693, 2.088], [-3.151, -1.077, 2.500], [-0.374, -2.273, 3.588], [-0.911, -0.628, 3.956], [0.627, -0.874, 3.127], [2.758, 2.160, 5.841], [1.785, 1.639, 4.816], [0.821, 0.979, 5.143], [2.084, 1.983, 3.374], [2.447, 1.855, 6.837], [3.759, 1.777, 5.635], [2.805, 3.249, 5.788], [3.060, 1.580, 3.093], [2.107, 3.066, 3.243], [1.314, 1.571, 2.726], [-1.178, 0.996, -8.502], [-1.125, 2.193, -7.588], [-0.348, 2.252, -6.660], [-2.083, 3.316, -7.889], [-0.443, 0.257, -8.191], [-2.176, 0.554, -8.483], [-0.974, 1.301, -9.530], [-3.111, 2.952, -7.849], [-1.907, 3.696, -8.897], [-1.950, 4.120, -7.170], [4.551, -6.804, 1.656], [4.348, -6.422, 0.213], [3.419, -6.855, -0.437], [5.354, -5.478, -0.396], [3.773, -7.495, 1.977], [5.527, -7.278, 1.778], [4.542, -5.908, 2.281], [6.357, -5.906, -0.350], [5.370, -4.534, 0.150], [5.091, -5.290, -1.435], [-0.197, -6.566, 1.777], [-1.229, -5.589, 1.285], [-0.925, -4.465, 0.933], [-2.657, -6.066, 1.252], [0.792, -6.114, 1.755], [-0.433, -6.879, 2.796], [-0.201, -7.459, 1.149], [-2.974, -6.362, 2.253], [-2.742, -6.943, 0.608], [-3.309, -5.278, 0.881], [-1.422, 2.865, 0.151], [-0.620, 3.962, 0.810], [-0.138, 3.823, 1.913], [-0.488, 5.240, 0.027], [-1.450, 1.983, 0.790], [-2.435, 3.224, -0.045], [-0.984, 2.602, -0.817], [-1.482, 5.642, -0.181], [0.001, 5.041, -0.930], [0.098, 5.967, 0.584], [1.410, -9.352, 0.036], [1.991, -10.160, 1.171], [2.536, -9.628, 2.111], [1.857, -11.660, 1.078], [1.586, -8.295, 0.218], [1.881, -9.630, -0.908], [0.340, -9.555, -0.046], [2.345, -12.024, 0.173], [0.803, -11.939, 1.020], [2.310, -12.126, 1.950], [-6.253, 5.677, -1.457], [-5.367, 4.492, -1.176], [-4.248, 4.625, -0.732], [-5.944, 3.128, -1.475], [-5.732, 6.596, -1.203], [-6.533, 5.694, -2.512], [-7.172, 5.603, -0.873], [-6.212, 3.059, -2.530], [-6.853, 2.970, -0.892], [-5.215, 2.359, -1.231], [0.197, 9.128, 4.096], [0.984, 8.037, 3.411], [2.046, 8.256, 2.875], [0.371, 6.659, 3.421], [0.732, 10.072, 4.020], [-0.788, 9.222, 3.635], [0.045, 8.876, 5.147], [-0.608, 6.680, 2.936], [0.221, 6.324, 4.451], [1.022, 5.959, 2.905], [-5.125, 4.993, 2.926], [-3.680, 5.323, 3.215], [-3.236, 6.434, 3.037], [-2.814, 4.196, 3.722], [-5.640, 5.880, 2.563], [-5.180, 4.204, 2.173], [-5.616, 4.629, 3.830], [-2.793, 3.390, 2.986], [-3.206, 3.796, 4.659], [-1.802, 4.561, 3.873]],
  "atomic_forces_ev_per_a": [[0.08, 0.25, 0.37], [-0.01, -0.05, -0.12], [-0.70, 0.43, 0.04], [0.18, -0.13, -0.35], [-0.13, 0.11, -0.02], [0.40, -0.10, -0.01], [-0.08, 0.02, 0.68], [-0.41, -0.02, 0.05], [0.08, 0.06, -0.04], [0.09, 0.16, -0.14], [0.11, 0.09, -0.19], [-0.01, 0.14, -0.04], [-0.02, -0.13, 0.07], [-0.05, -0.17, -0.09], [0.47, -0.42, -0.01], [0.01, 0.00, -0.23], [0.01, 0.00, 0.16], [0.03, -0.02, 0.16], [-0.01, -0.18, -0.01], [-0.07, 0.18, 0.01], [-0.08, -0.22, 0.02], [-0.09, -0.13, -0.11], [0.03, 0.07, -0.09], [0.12, 0.06, -0.04], [0.01, -0.11, -0.12], [-0.06, 0.04, 0.17], [-0.04, -0.10, 0.10], [-0.08, 0.00, 0.09], [0.07, -0.09, 0.05], [-0.16, 0.01, 0.04], [0.07, 0.12, -0.07], [0.16, 0.08, -0.03], [-0.10, -0.03, -0.18], [-0.01, 0.05, 0.10], [0.12, -0.03, -0.28], [0.10, 0.02, -0.03], [-0.03, -0.02, 0.02], [-0.01, 0.01, 0.06], [0.10, -0.01, 0.09], [-0.09, 0.00, 0.00], [0.01, -0.03, 0.03], [0.00, 0.00, 0.04], [-0.04, -0.02, 0.09], [-0.04, -0.01, 0.03], [0.12, 0.10, -0.18], [-0.17, -0.18, 0.08], [0.01, 0.00, -0.01], [0.02, 0.04, -0.02], [0.04, 0.00, -0.03], [0.03, 0.08, 0.03], [0.05, -0.01, -0.01], [-0.02, 0.02, 0.00], [0.08, -0.03, 0.08], [0.01, 0.05, -0.04], [-0.03, -0.09, 0.06], [0.05, 0.05, 0.09], [-0.01, 0.00, -0.01], [-0.01, 0.03, -0.04], [-0.05, 0.01, -0.01], [0.00, -0.01, -0.05], [-0.03, -0.03, -0.02], [0.00, 0.00, -0.01], [-0.12, -0.06, -0.02], [0.08, -0.06, 0.00], [-0.05, 0.15, -0.01], [-0.10, -0.04, -0.07], [0.03, 0.00, -0.01], [0.02, 0.05, 0.02], [0.06, 0.01, 0.00], [0.00, 0.01, 0.07], [0.06, 0.00, 0.01], [0.04, -0.01, 0.00], [0.00, 0.11, -0.02], [0.10, -0.05, 0.06], [-0.04, 0.12, -0.13], [-0.02, 0.12, -0.04], [0.00, -0.02, -0.01], [-0.02, -0.05, -0.02], [-0.05, 0.04, 0.09], [0.01, -0.05, -0.01], [0.01, -0.03, 0.04], [0.00, -0.01, 0.00], [-0.02, -0.14, 0.02], [-0.08, 0.24, -0.05], [0.01, -0.19, -0.11], [0.05, 0.06, 0.04], [0.02, -0.04, 0.05], [0.02, 0.02, -0.04], [-0.02, 0.08, -0.04], [-0.02, -0.02, -0.02], [-0.04, -0.03, 0.02], [0.00, -0.02, -0.01], [-0.01, 0.08, 0.11], [0.03, -0.03, 0.00], [-0.05, 0.01, -0.01], [0.07, 0.02, 0.09], [0.06, -0.08, -0.10], [-0.04, -0.04, -0.01], [0.01, -0.07, -0.07], [-0.04, 0.00, -0.02], [0.00, 0.00, -0.05], [0.00, 0.00, -0.01], [0.10, 0.06, 0.04], [-0.03, 0.06, 0.00], [0.00, -0.09, 0.02], [0.11, -0.02, 0.05], [-0.01, -0.01, 0.00], [-0.04, -0.02, 0.01], [-0.02, -0.02, -0.03], [-0.04, 0.01, 0.01], [-0.03, 0.02, -0.04], [-0.01, 0.00, -0.01], [0.09, 0.07, -0.04], [-0.02, -0.01, 0.00], [-0.04, 0.00, 0.01], [0.16, 0.02, -0.05], [-0.01, 0.00, 0.00], [-0.02, -0.04, 0.03], [-0.04, -0.02, -0.01], [-0.04, -0.01, 0.10], [-0.07, 0.03, 0.00], [-0.02, 0.00, 0.01], [-0.01, 0.09, -0.02], [0.02, 0.01, -0.02], [-0.02, -0.05, -0.01], [0.09, 0.17, -0.02], [0.00, 0.00, 0.00], [0.01, -0.02, 0.03], [0.01, -0.04, -0.01], [-0.03, -0.06, 0.06], [-0.07, -0.03, -0.04], [0.01, -0.07, 0.01]],
  "gap_ev": 8.41,
  "total_energy_ha": -2964.40987,
  "homo_ev": -10.37,
  "fmax_ev_per_a": 0.8,
  "total_charge": 1
}

***

Record 2
{
  "formula": "C21H29BN7OPd",
  "method": "the ωB97M-V functional and the def2-TZVPD basis",
  "species": ["Pd", "C", "C", "C", "C", "C", "N", "N", "B", "N", "N", "C", "C", "C", "C", "C", "N", "N", "C", "C", "C", "C", "C", "H", "H", "H", "H", "H", "H", "H", "H", "H", "H", "H", "H", "H", "H", "H", "H", "H", "H", "H", "H", "H", "H", "O", "C", "C", "C", "C", "C", "C", "N", "H", "H", "H", "H", "H", "H", "H"],
  "positions_angstrom": [[0.029, 0.091, 0.224], [-2.678, -2.760, 1.218], [-2.394, -2.214, -0.128], [-2.742, -2.706, -1.367], [-2.252, -1.772, -2.323], [-2.340, -1.876, -3.782], [-1.639, -0.761, -1.635], [-1.747, -1.020, -0.311], [-1.220, 0.656, -2.210], [-1.682, 1.768, -1.227], [-1.301, 1.795, 0.116], [-1.868, 2.824, 0.730], [-1.700, 3.109, 2.176], [-2.623, 3.519, -0.235], [-2.474, 2.801, -1.479], [-3.076, 3.141, -2.774], [0.309, 0.749, -2.408], [1.131, 0.994, -1.338], [2.372, 1.180, -1.790], [3.504, 1.478, -0.877], [2.348, 1.104, -3.188], [1.035, 0.834, -3.551], [0.500, 0.639, -4.921], [-3.000, -3.796, 1.152], [-3.491, -2.191, 1.679], [-1.814, -2.682, 1.878], [-3.278, -3.618, -1.579], [-2.991, -2.703, -4.055], [-1.347, -2.063, -4.209], [-2.713, -0.958, -4.242], [-1.764, 0.817, -3.250], [-1.408, 2.210, 2.712], [-2.632, 3.484, 2.599], [-0.948, 3.885, 2.332], [-3.208, 4.415, -0.086], [-3.663, 4.053, -2.689], [-3.729, 2.337, -3.129], [-2.311, 3.278, -3.544], [3.183, 1.456, 0.164], [3.902, 2.469, -1.098], [4.323, 0.773, -1.020], [3.179, 1.242, -3.859], [1.240, 0.956, -5.650], [-0.422, 1.197, -5.096], [0.282, -0.414, -5.110], [1.211, -1.864, -0.019], [2.103, -2.181, 1.060], [2.032, -1.142, 2.145], [2.761, -1.340, 3.310], [2.749, -0.370, 4.296], [2.017, 0.793, 4.088], [1.320, 0.929, 2.908], [1.315, -0.025, 1.965], [1.311, -2.545, -0.692], [3.131, -2.214, 0.691], [1.853, -3.158, 1.479], [3.338, -2.248, 3.428], [3.312, -0.514, 5.209], [1.996, 1.578, 4.831], [0.774, 1.836, 2.694]],
  "atomic_forces_ev_per_a": [[1.64, -0.20, 1.56], [-0.05, 0.19, 0.14], [-0.55, -0.93, -0.71], [0.13, 0.01, 0.90], [0.12, 0.05, -0.28], [-0.20, -0.05, 0.03], [-1.02, -0.21, 0.07], [-0.20, 0.28, -0.89], [1.07, 0.04, -0.57], [-1.12, 1.01, -0.37], [-0.13, 0.63, 0.69], [0.58, -0.94, -0.13], [-0.01, 0.12, 0.02], [-0.30, 0.54, 0.20], [0.53, -0.84, -0.35], [-0.15, 0.08, -0.20], [-0.49, 0.20, -0.24], [-0.27, -0.22, 0.18], [-0.18, 0.00, -0.09], [0.08, 0.02, 0.00], [-0.32, -0.06, -0.01], [0.71, 0.11, 0.15], [-0.27, -0.09, -0.05], [0.06, -0.02, 0.00], [0.02, 0.00, 0.00], [0.04, -0.04, -0.03], [0.03, 0.01, -0.07], [0.04, 0.00, -0.03], [0.05, 0.04, 0.03], [0.07, 0.05, 0.05], [-0.11, -0.07, 0.00], [-0.03, 0.00, 0.02], [-0.02, -0.03, -0.01], [0.02, -0.01, -0.04], [0.00, 0.01, -0.04], [0.01, 0.00, -0.04], [0.01, 0.01, 0.07], [0.03, 0.02, 0.08], [0.02, -0.01, 0.01], [0.00, 0.00, 0.04], [-0.03, -0.03, 0.01], [0.00, 0.00, 0.01], [-0.01, 0.02, -0.02], [0.06, 0.06, -0.01], [0.05, 0.01, -0.01], [0.02, -0.02, 0.41], [0.13, 0.01, 0.12], [0.04, 0.11, 0.08], [-0.03, -0.04, -0.07], [-0.01, -0.02, -0.04], [0.00, -0.04, -0.01], [0.16, 0.09, 0.21], [-0.02, 0.12, -0.40], [-0.07, 0.09, -0.22], [-0.03, -0.04, -0.05], [-0.01, -0.01, -0.03], [-0.01, 0.00, 0.02], [0.00, 0.01, 0.00], [-0.02, 0.04, -0.04], [-0.05, -0.04, -0.05]],
  "spin_multiplicity": 5,
  "gap_ev": [8.82, 4.58],
  "total_energy_ha": -1427.85681,
  "homo_ev": [-17.44, -17.38],
  "fmax_ev_per_a": 2.3,
  "total_charge": 3,
  "relative_energy_kj_mol": 57.9
}

***

Record 3
{
  "formula": "C3H7O4P",
  "method": "the ωB97M-V functional and the def2-TZVPD basis",
  "species": ["C", "C", "C", "O", "O", "O", "O", "P", "H", "H", "H", "H", "H", "H", "H"],
  "positions_angstrom": [[0.859, 1.332, -0.119], [0.561, -1.378, -0.233], [0.126, -0.090, 0.375], [-2.582, 0.385, 0.659], [-0.172, 2.044, -0.836], [-0.634, -1.855, -0.793], [-0.027, -0.238, 1.732], [-1.679, 0.318, -0.505], [1.044, 1.959, 0.763], [1.677, 1.230, -0.699], [1.260, -1.403, -0.936], [1.054, -2.035, 0.507], [0.121, 2.993, -0.771], [-0.699, -2.778, -1.106], [-0.911, -0.486, 1.962]],
  "atomic_forces_ev_per_a": [[-3.83, -1.30, 3.73], [-1.08, -0.94, 2.47], [-0.26, 2.91, -2.03], [-0.12, -0.05, 0.57], [1.14, 1.62, -0.01], [-1.57, -1.60, -0.46], [1.46, 0.78, 0.73], [0.63, -0.64, -0.04], [0.42, -0.62, 0.07], [2.77, -0.63, -1.92], [3.06, 0.95, -3.52], [-0.92, 0.03, 0.38], [-0.96, -1.23, -0.34], [0.55, 0.67, 0.40], [-1.28, 0.05, -0.03]],
  "gap_ev": 8.62,
  "total_energy_ha": -760.74636,
  "homo_ev": -8.15,
  "fmax_ev_per_a": 5.5,
  "total_charge": 0,
  "relative_energy_kj_mol": 242.6
}

***

Record 4
{
  "formula": "C10H13O2",
  "method": "the ωB97M-V functional and the def2-TZVPD basis",
  "species": ["C", "C", "C", "O", "O", "H", "H", "H", "H", "H", "C", "C", "C", "C", "C", "C", "C", "H", "H", "H", "H", "H", "H", "H", "H"],
  "positions_angstrom": [[1.809, -0.645, 1.928], [1.639, -0.556, 3.453], [3.287, -0.305, 1.572], [3.503, 0.903, 1.332], [4.088, -1.267, 1.608], [1.467, -1.627, 1.570], [1.106, 0.060, 1.486], [2.435, 0.036, 3.892], [1.771, -1.536, 3.945], [0.655, -0.200, 3.767], [0.475, 1.339, -2.147], [-3.277, -0.522, -1.104], [-3.229, 0.395, -2.218], [-2.146, -0.853, -0.405], [-1.944, 0.882, -2.609], [-0.861, -0.339, -0.797], [-0.821, 0.632, -1.835], [-4.285, -0.851, -0.844], [-4.145, 0.493, -2.795], [-2.277, -1.415, 0.520], [-1.753, 1.492, -3.490], [0.003, -0.486, -0.158], [0.325, 2.031, -2.979], [1.238, 0.598, -2.450], [0.937, 1.740, -1.240]],
  "atomic_forces_ev_per_a": [[-0.46, 0.00, 0.25], [0.19, -1.01, 0.40], [-0.73, -0.26, -0.25], [0.33, 0.08, 0.07], [0.27, 0.01, 0.06], [0.45, 0.07, 0.08], [0.32, 0.30, -0.13], [-0.10, 0.55, 0.04], [-0.08, 0.09, -0.29], [0.06, 0.21, -0.04], [0.27, -1.26, -0.03], [-0.12, 0.94, -0.65], [-0.16, -1.10, 0.07], [-0.33, 0.14, 0.11], [0.61, 0.36, 0.55], [-0.15, 0.17, 0.46], [-0.33, -0.22, -0.43], [0.28, -0.25, 0.35], [0.21, 0.26, -0.25], [0.27, -0.18, -0.16], [-0.47, 0.19, 0.01], [-0.12, -0.04, -0.17], [0.22, 0.32, 0.31], [-0.17, 0.05, -0.18], [-0.28, 0.58, -0.19]],
  "spin_multiplicity": 2,
  "gap_ev": [3.21, 7.31],
  "total_energy_ha": -539.24393,
  "homo_ev": [3.11, -1.06],
  "fmax_ev_per_a": 1.3,
  "total_charge": -2,
  "relative_energy_kj_mol": 24.8
}